Here is a structure of composition C21H51Cl3O5 in a non-equilibrium geometry from the OMol25 dataset. Energies are from ωB97M-V/def2-TZVPD.

## Properties
**Net charge**: 0
**ΔE to the lowest compared entry with this formula, charge and spin**: 705.82 kcal/mol
**HOMO**: -6.9198 eV
**Largest force on an atom**: 12.72 eV Å⁻¹
**DFT total energy**: -70375.4093 eV
**Frontier orbital gap**: 7.54 eV

Each line ends with the Mulliken charge.
CARTESIAN COORDINATES (ANGSTROEM)
C  24.18239  6.79918  15.03285  -0.59
Cl  22.70110  7.56668  15.60508  -0.12
Cl  24.28387  5.11696  15.57417  -0.26
Cl  25.56866  7.71340  15.54207  -0.37
H  24.17262  6.72432  13.94547  0.19
C  20.86290  6.66784  16.58171  -1.39
C  21.41605  5.62102  15.62275  0.28
O  20.93901  5.73832  14.29648  -0.42
C  21.31827  4.58933  13.46475  -0.09
C  20.34013  3.37207  13.59328  -1.99
H  21.39156  6.74397  17.53188  0.07
H  20.93716  7.63875  16.09190  0.48
H  19.82122  6.35913  16.66956  0.54
H  22.49586  5.76616  15.65504  0.10
H  21.14335  4.61324  15.93598  0.43
H  21.28328  4.82226  12.40051  0.34
H  22.36484  4.29914  13.55747  -0.35
H  20.66438  2.54957  12.95574  0.42
H  19.31666  3.63500  13.32593  0.41
H  20.29532  3.13311  14.65582  0.41
C  26.98394  2.43121  19.18083  -1.13
C  27.79161  3.66942  18.61639  -0.44
O  27.04511  4.08461  17.47302  -0.21
C  27.35328  5.45472  17.14750  -0.60
C  26.66614  5.50367  15.70306  -0.68
H  27.58709  1.76596  19.79870  0.38
H  26.07864  2.67876  19.73514  0.27
H  26.72444  1.82145  18.31541  0.29
H  27.88777  4.42809  19.39310  0.35
H  28.82555  3.43257  18.36548  0.33
H  26.81156  6.06372  17.87121  0.09
H  28.41972  5.67465  17.19694  0.43
H  27.04146  4.62848  15.17269  0.55
H  26.94921  6.45487  15.25231  0.47
H  25.59057  5.36011  15.59986  0.05
C  23.57518  1.89608  14.33726  -1.55
C  24.19327  3.19601  13.83761  1.69
O  23.73006  3.21505  12.48179  -0.33
C  24.20121  4.33409  11.70721  -1.51
C  23.95208  5.71287  12.34857  2.06
H  22.51865  2.04707  14.55874  0.20
H  23.58460  1.01553  13.69488  0.33
H  24.05734  1.69301  15.29350  0.37
H  23.64539  3.98598  14.35131  -0.99
H  25.27882  3.19484  13.93609  0.55
H  25.26714  4.16303  11.55671  0.21
H  23.61442  4.22294  10.79539  0.32
H  22.89236  5.87090  12.54893  -0.25
H  24.36143  6.48968  11.70274  -0.97
H  24.54788  5.97846  13.22183  0.23
C  23.61099  9.23531  20.44080  -1.43
C  23.75121  8.34178  19.21147  0.36
O  24.11613  9.20100  18.11644  -0.51
C  23.95019  8.59017  16.85611  -0.02
C  24.48603  9.66047  15.80848  -1.56
H  23.28977  8.77736  21.37632  0.40
H  24.46540  9.88930  20.61512  0.32
H  22.80377  9.94707  20.26794  0.35
H  24.56460  7.63501  19.37564  0.13
H  22.85040  7.77008  18.98831  0.01
H  24.45781  7.62622  16.82109  0.60
H  22.90249  8.33813  16.69208  0.21
H  24.43263  9.41683  14.74741  0.33
H  25.45349  10.13372  15.97631  0.41
H  23.85281  10.54025  15.92308  0.37
C  26.45678  7.06634  12.12042  -0.94
C  25.21271  7.69136  11.51224  -0.34
O  24.16892  7.51975  12.52927  -0.05
C  22.89235  7.94111  12.16918  -0.74
C  21.77206  7.59783  13.18725  0.04
H  26.24692  6.01702  12.32777  0.16
H  27.28370  7.09584  11.41090  0.53
H  26.77816  7.52367  13.05619  0.16
H  25.37954  8.74553  11.29092  0.43
H  24.99884  7.20371  10.56116  0.35
H  22.84713  9.02460  12.05917  0.49
H  22.52093  7.63509  11.19117  0.23
H  21.98680  7.92773  14.20370  0.27
H  21.59731  6.52639  13.28507  0.17
H  20.76197  7.88400  12.89412  0.63